Computed, not measured: C30H57N4O4P2PdSe2Si as an isolated structure, with ωB97M-V/def2-TZVPD.

```
! RIJCOSX wB97M-V def2-TZVPD def2/J DEFGRID3
* xyz 1 5
Pd 0.48 0.27 -0.01
C 3.66 -0.28 -1.16
Se 2.71 1.35 -0.74
C 2.28 1.78 -2.60
C 1.70 3.17 -2.77
Se 0.11 3.57 -1.69
C 0.98 4.70 -0.37
H 2.98 -0.95 -1.69
H 3.98 -0.73 -0.23
H 4.54 -0.05 -1.77
H 1.60 1.00 -2.93
H 3.22 1.71 -3.16
H 1.41 3.31 -3.81
H 2.43 3.94 -2.52
H 1.49 5.52 -0.87
H 1.69 4.12 0.23
H 0.20 5.10 0.27
N -0.32 -1.55 1.27
C 0.54 -2.17 2.21
C 0.04 -3.13 3.09
C 0.90 -3.79 3.95
C 2.26 -3.51 3.93
C 2.76 -2.57 3.04
C 1.90 -1.91 2.17
H -1.02 -3.35 3.10
H 0.51 -4.53 4.63
H 2.93 -4.03 4.60
H 3.82 -2.35 3.02
H 2.27 -1.17 1.47
O 0.55 -0.90 -1.89
P -0.48 -1.82 -2.52
N -1.98 -1.18 -2.28
C -3.10 -1.69 -3.08
C -3.39 -0.58 -4.08
C -3.06 0.71 -3.31
C -2.16 0.27 -2.14
N -0.20 -1.96 -4.14
C 0.35 -0.83 -4.88
C 1.79 -1.25 -5.24
C 1.77 -2.80 -5.15
C 0.30 -3.14 -4.85
N -0.54 -3.35 -1.95
C 0.73 -4.09 -1.73
C 0.54 -4.74 -0.37
C -0.95 -5.05 -0.35
C -1.60 -3.85 -1.04
H -3.96 -1.86 -2.42
H -2.84 -2.64 -3.55
H -4.41 -0.60 -4.45
H -2.72 -0.69 -4.94
H -3.96 1.19 -2.94
H -2.55 1.43 -3.95
H -2.63 0.49 -1.18
H -1.19 0.78 -2.14
H 0.30 0.09 -4.29
H -0.24 -0.68 -5.79
H 2.50 -0.84 -4.53
H 2.07 -0.90 -6.23
H 2.41 -3.14 -4.34
H 2.12 -3.28 -6.07
H 0.16 -4.05 -4.27
H -0.26 -3.25 -5.78
H 1.58 -3.40 -1.76
H 0.87 -4.85 -2.50
H 0.79 -4.02 0.42
H 1.17 -5.62 -0.24
H -1.35 -5.20 0.65
H -1.15 -5.96 -0.92
H -1.87 -3.08 -0.32
H -2.49 -4.13 -1.60
C -2.00 2.88 1.74
O -0.92 2.48 2.59
P 0.33 1.74 1.86
O 1.14 1.17 3.11
C 1.45 1.96 4.27
O -1.63 -0.60 3.57
C -2.30 -0.16 4.75
H -2.62 3.57 2.30
H -2.59 2.00 1.46
H -1.64 3.36 0.83
H 1.82 1.27 5.02
H 0.56 2.47 4.64
H 2.22 2.69 4.03
H -2.77 0.81 4.58
H -1.54 -0.06 5.51
H -3.05 -0.89 5.07
C -4.62 -1.43 0.56
Si -4.24 -0.91 2.32
C -5.12 0.69 2.70
C -4.82 -2.25 3.49
C -2.34 -0.79 2.45
C -1.51 -1.19 1.36
H -5.69 -1.63 0.47
H -4.08 -2.34 0.28
H -4.36 -0.65 -0.15
H -6.20 0.51 2.67
H -4.91 1.46 1.95
H -4.89 1.09 3.68
H -5.81 -2.59 3.17
H -4.93 -1.91 4.52
H -4.16 -3.12 3.48
*
```

Summary:
calculated total energy: -206807.6143 eV
ΔE to the lowest compared entry with this formula, charge and spin: 27.6 kcal/mol
Kohn-Sham gap (alpha / beta): 7.71 / 6.94 eV